Entry 1:
Formula: C32H87N5O37S9
Source: OMol25
Level of theory: ωB97M-V with the def2-TZVPD basis set

Properties
gap between HOMO and LUMO: 9.69 eV

Element x y z (Å)
C  -13.59  -1.72  26.25
N  -12.67  -0.63  26.75
O  -12.23  -0.71  27.87
O  -12.42  0.23  25.93
H  -13.02  -2.53  25.79
H  -14.19  -1.21  25.50
H  -14.23  -2.20  26.98
C  -14.78  9.79  26.58
N  -13.33  9.50  26.93
O  -12.82  10.34  27.65
O  -12.87  8.42  26.66
H  -15.21  10.36  27.39
H  -15.17  8.78  26.56
H  -14.65  10.34  25.65
C  -19.61  1.46  20.62
N  -19.63  2.57  21.62
O  -20.70  3.12  21.74
O  -18.60  2.88  22.18
H  -20.59  0.97  20.60
H  -18.97  0.65  20.96
H  -19.33  1.97  19.71
C  -20.03  2.03  25.73
N  -18.79  2.41  26.49
O  -18.63  3.57  26.83
O  -18.04  1.53  26.86
H  -19.93  2.51  24.76
H  -20.98  2.18  26.23
H  -19.85  0.97  25.58
C  -11.82  6.92  23.80
N  -11.05  5.84  23.15
O  -11.64  5.14  22.34
O  -9.88  5.71  23.43
H  -11.21  7.80  23.55
H  -11.66  6.88  24.88
H  -12.84  7.06  23.48
O  -16.44  -1.41  24.40
S  -17.29  -0.87  23.34
O  -18.30  0.10  23.63
O  -16.28  -0.26  22.18
C  -15.42  0.77  22.68
C  -14.37  1.10  21.62
C  -17.92  -2.26  22.32
H  -14.93  0.60  23.64
H  -16.06  1.64  22.85
H  -13.68  1.88  21.91
H  -14.81  1.27  20.64
H  -13.74  0.21  21.62
H  -17.26  -3.10  22.51
H  -17.82  -1.93  21.29
H  -18.92  -2.45  22.68
O  -15.61  6.31  25.90
S  -15.54  5.93  24.50
O  -15.51  6.97  23.53
O  -14.17  5.06  24.29
C  -14.03  3.76  24.94
C  -12.56  3.46  25.13
C  -16.87  4.68  24.15
H  -14.64  3.06  24.37
H  -14.59  3.96  25.86
H  -12.30  2.47  25.50
H  -12.26  4.18  25.91
H  -11.85  3.73  24.35
H  -17.74  5.33  24.12
H  -16.86  4.01  25.01
H  -16.69  4.19  23.20
O  -20.21  7.67  18.21
S  -19.85  6.75  19.26
O  -18.48  6.55  19.64
O  -20.74  7.12  20.57
C  -20.36  6.48  21.80
C  -19.64  7.54  22.63
C  -20.50  5.14  18.76
H  -19.71  5.60  21.75
H  -21.33  6.06  22.06
H  -20.37  8.29  22.95
H  -18.85  8.04  22.07
H  -19.10  7.09  23.46
H  -20.47  4.41  19.57
H  -19.85  4.92  17.91
H  -21.44  5.33  18.26
O  -18.43  9.57  30.49
S  -18.71  8.95  29.23
O  -19.86  8.06  29.10
O  -18.81  10.05  28.04
C  -19.33  9.58  26.77
C  -18.79  10.54  25.74
C  -17.21  8.05  28.83
H  -20.41  9.73  26.85
H  -19.07  8.56  26.52
H  -19.15  11.57  25.70
H  -18.99  10.14  24.73
H  -17.70  10.48  25.77
H  -17.31  7.49  27.91
H  -17.05  7.46  29.74
H  -16.50  8.87  28.92
O  -14.11  8.07  29.33
S  -13.91  7.18  30.44
O  -14.55  7.27  31.72
O  -14.40  5.66  30.00
C  -14.14  5.14  28.68
C  -13.09  4.03  28.75
C  -12.12  6.94  30.70
H  -13.68  5.96  28.13
H  -15.05  4.86  28.15
H  -13.12  3.17  28.08
H  -13.11  3.68  29.78
H  -12.11  4.45  28.54
H  -11.79  7.85  31.21
H  -11.60  6.91  29.75
H  -12.10  6.00  31.23
O  -9.99  4.99  29.32
S  -8.98  4.68  28.36
O  -8.75  5.42  27.16
O  -7.49  4.49  29.04
C  -7.38  3.66  30.20
C  -7.15  2.17  29.85
C  -9.25  3.03  27.78
H  -8.18  3.87  30.91
H  -6.48  3.98  30.72
H  -6.34  1.78  30.48
H  -6.66  2.06  28.89
H  -8.03  1.58  30.08
H  -8.34  2.73  27.26
H  -10.11  3.06  27.11
H  -9.58  2.31  28.52
O  -18.23  13.42  19.91
S  -18.20  12.06  19.43
O  -17.64  11.92  18.10
O  -17.41  11.16  20.56
C  -16.87  9.88  20.15
C  -16.04  9.48  21.40
C  -19.84  11.32  19.55
H  -16.21  9.85  19.29
H  -17.71  9.21  19.97
H  -16.18  8.40  21.43
H  -16.41  9.99  22.28
H  -15.02  9.70  21.10
H  -20.36  11.73  20.42
H  -19.83  10.24  19.57
H  -20.38  11.68  18.68
O  -9.40  -0.70  21.79
S  -9.43  0.75  21.74
O  -8.25  1.53  22.04
O  -9.98  1.11  20.26
C  -9.85  2.46  19.84
C  -10.67  2.67  18.59
C  -10.82  1.30  22.79
H  -8.79  2.60  19.60
H  -10.12  3.24  20.55
H  -11.03  3.70  18.45
H  -11.62  2.13  18.64
H  -10.16  2.34  17.68
H  -10.61  2.28  23.20
H  -10.85  0.63  23.65
H  -11.66  1.22  22.11
O  -19.72  6.35  25.72
S  -21.11  6.16  26.08
O  -22.10  7.15  25.68
O  -21.60  4.74  25.44
C  -22.57  4.72  24.43
C  -23.89  4.12  24.96
C  -21.33  5.75  27.81
H  -22.34  4.11  23.55
H  -22.72  5.71  23.98
H  -24.30  4.67  25.81
H  -23.75  3.11  25.35
H  -24.66  4.14  24.19
H  -20.35  5.33  28.04
H  -22.10  4.99  27.82
H  -21.39  6.70  28.33

Entry 2:
Formula: C32H88F3I2O19
Source: OMol25
Level of theory: ωB97M-V with the def2-TZVPD basis set

Properties
net charge: -1
gap between HOMO and LUMO: 3.88 eV
energy above the lowest of the compared OMol25 structures with the same formula, charge and spin: 695.2 kJ/mol

Element x y z (Å)
C  -2.13  2.43  2.09
C  -1.35  1.90  0.81
C  0.08  2.35  0.38
C  0.80  1.81  -0.91
C  0.08  0.78  -1.81
C  0.65  0.14  -3.15
C  0.84  -1.48  -3.06
C  1.54  -1.87  -4.47
O  1.77  -3.31  -4.59
C  0.71  -3.97  -5.23
F  0.85  -3.93  -6.66
F  0.86  -5.36  -4.90
F  -0.57  -3.61  -4.80
C  1.75  -1.90  -1.82
I  1.03  -3.92  -1.21
C  3.32  -2.01  -2.11
C  4.11  -2.56  -0.78
I  4.28  -0.07  -2.56
C  -1.36  0.34  -1.37
C  -2.07  0.86  -0.09
H  -2.90  1.61  2.38
H  -1.47  2.60  3.02
H  -2.71  3.41  1.92
H  0.58  3.12  1.08
H  1.84  2.19  -1.18
H  1.57  0.67  -3.57
H  -0.18  0.28  -3.94
H  2.48  -1.25  -4.68
H  0.79  -1.59  -5.31
H  1.61  -1.26  -0.88
H  3.62  -2.72  -2.94
H  3.44  -2.65  0.13
H  4.66  -3.53  -1.05
H  4.94  -1.81  -0.49
H  -1.94  -0.42  -2.01
H  -3.12  0.49  0.18
C  2.89  -2.92  -8.87
O  3.23  -1.84  -9.73
H  3.13  -2.65  -7.84
H  1.82  -3.13  -8.95
H  3.47  -3.81  -9.16
H  3.01  -2.11  -10.63
C  -0.10  4.07  5.46
O  0.48  3.24  4.46
H  -0.86  4.70  5.00
H  -0.56  3.45  6.23
H  0.67  4.71  5.90
H  1.15  2.70  4.90
C  -3.09  6.27  7.19
O  -1.84  6.46  6.55
H  -3.09  5.31  7.70
H  -3.25  7.07  7.92
H  -3.89  6.28  6.45
H  -1.87  7.31  6.11
C  -2.29  8.39  10.30
O  -3.49  7.67  10.55
H  -1.58  7.73  9.81
H  -2.51  9.24  9.65
H  -1.87  8.75  11.25
H  -4.10  8.28  10.99
C  1.79  -6.47  -10.57
O  2.13  -5.39  -11.42
H  2.03  -6.19  -9.54
H  0.72  -6.68  -10.64
H  2.37  -7.35  -10.85
H  1.91  -5.66  -12.32
C  1.47  -1.05  -13.43
O  1.67  -2.42  -13.74
H  1.58  -0.47  -14.34
H  0.47  -0.91  -13.02
H  2.22  -0.73  -12.70
H  1.57  -2.92  -12.91
C  2.27  -0.12  1.82
O  2.47  -1.49  1.52
H  2.39  0.46  0.90
H  1.26  0.03  2.21
H  3.01  0.21  2.55
H  2.36  -1.98  2.35
C  4.19  -6.04  -14.63
O  2.85  -6.52  -14.57
H  4.75  -6.44  -13.78
H  4.65  -6.37  -15.56
H  4.19  -4.95  -14.58
H  2.38  -6.14  -15.33
C  5.88  -4.30  -18.10
O  5.24  -4.05  -16.85
H  5.67  -5.32  -18.41
H  5.49  -3.61  -18.85
H  6.96  -4.17  -18.00
H  5.44  -3.14  -16.61
C  -6.13  7.14  13.64
O  -5.79  8.21  12.78
H  -5.88  7.42  14.66
H  -7.20  6.94  13.57
H  -5.57  6.25  13.36
H  -6.02  7.94  11.88
C  -4.15  10.66  12.67
O  -2.89  10.85  12.03
H  -4.14  9.70  13.18
H  -4.31  11.45  13.41
H  -4.95  10.67  11.93
H  -2.92  11.71  11.59
C  0.30  -7.16  1.20
O  -0.86  -6.79  0.47
H  0.09  -8.06  1.77
H  1.12  -7.36  0.50
H  0.58  -6.35  1.88
H  -0.63  -5.99  -0.03
C  -0.73  -9.63  4.54
O  -1.88  -9.26  3.81
H  -0.94  -10.53  5.11
H  0.10  -9.83  3.85
H  -0.45  -8.82  5.23
H  -1.66  -8.46  3.32
C  -6.52  11.47  16.00
O  -7.44  10.66  15.28
H  -7.06  12.27  16.49
H  -6.01  10.86  16.75
H  -5.79  11.89  15.30
H  -6.94  9.95  14.86
C  5.49  2.70  -0.03
O  4.32  3.08  -0.75
H  5.28  1.80  0.54
H  6.30  2.51  -0.73
H  5.77  3.50  0.66
H  4.54  3.88  -1.24
C  -1.85  -12.58  1.49
O  -2.49  -12.32  2.73
H  -2.06  -13.61  1.20
H  -2.23  -11.90  0.73
H  -0.77  -12.45  1.60
H  -2.29  -11.41  2.97
C  -2.04  -5.55  -11.72
O  -1.87  -6.85  -11.16
H  -2.07  -5.64  -12.81
H  -2.98  -5.12  -11.37
H  -1.20  -4.92  -11.43
H  -1.85  -6.74  -10.20
C  -1.23  8.63  15.25
O  -2.39  9.02  14.54
H  -1.45  7.73  15.82
H  -0.42  8.43  14.55
H  -0.94  9.43  15.94
H  -2.17  9.82  14.05

Entry 3:
Formula: C32H88Fe2N8O16P2
Source: OMol25
Level of theory: ωB97M-V with the def2-TZVPD basis set

Properties
⟨S²⟩: 30.485
gap between HOMO and LUMO (spin up / spin down): 6.42 / 7.68 eV
multiplicity: 11

Element x y z (Å)
Fe  -0.11  3.08  0.15
Fe  -1.93  0.22  -0.47
P  0.40  0.29  0.37
O  -0.14  -0.60  -0.86
O  1.16  1.70  0.40
O  -0.93  0.36  1.18
O  -0.43  1.37  -0.51
P  -2.82  3.05  0.37
O  -3.92  4.06  0.46
O  -3.21  1.57  -0.06
O  -1.64  3.20  1.35
O  -1.75  3.45  -0.76
C  -4.73  0.42  -2.70
C  -3.52  -0.45  -3.00
C  -3.46  -0.72  -4.51
O  -4.68  -1.16  -5.05
C  -5.02  -2.49  -4.68
N  -2.27  0.25  -2.51
H  -5.63  -0.13  -2.99
H  -4.71  1.22  -3.44
H  -4.85  0.75  -1.67
H  -3.58  -1.39  -2.45
H  -2.73  -1.51  -4.71
H  -3.06  0.15  -5.05
H  -4.46  -3.15  -5.35
H  -6.08  -2.61  -4.90
H  -4.85  -2.77  -3.64
H  -1.57  -0.42  -2.90
H  -2.12  1.00  -3.19
C  2.19  3.51  2.87
C  2.25  4.50  1.68
C  3.21  3.99  0.61
O  3.64  5.03  -0.28
C  4.37  6.11  0.29
N  0.82  4.59  1.23
H  1.55  3.89  3.67
H  3.14  3.28  3.36
H  1.84  2.56  2.46
H  2.59  5.45  2.09
H  2.78  3.27  -0.09
H  4.06  3.46  1.04
H  5.39  5.87  0.58
H  3.79  6.68  1.02
H  4.39  6.83  -0.53
H  0.55  5.51  0.89
H  0.38  4.55  2.15
C  1.50  -0.68  5.66
C  1.26  -0.63  4.15
C  1.68  -1.89  3.49
O  1.45  -1.89  2.07
C  1.73  -3.14  1.51
N  -0.17  -0.37  3.96
H  1.31  0.31  6.09
H  2.58  -0.79  5.79
H  0.87  -1.34  6.25
H  1.85  0.22  3.79
H  1.13  -2.77  3.86
H  2.75  -2.06  3.67
H  1.63  -3.05  0.42
H  1.04  -3.94  1.78
H  2.80  -3.33  1.68
H  -0.41  -0.19  2.99
H  -0.71  -1.14  4.31
C  0.55  -2.51  -5.66
C  0.65  -2.19  -4.19
C  2.05  -2.39  -3.57
O  2.44  -3.74  -3.69
C  1.85  -4.65  -2.82
N  0.06  -0.86  -3.92
H  -0.39  -2.22  -6.12
H  0.71  -3.56  -5.91
H  1.38  -2.03  -6.19
H  -0.06  -2.89  -3.73
H  1.99  -2.16  -2.50
H  2.78  -1.78  -4.11
H  2.56  -5.45  -2.61
H  0.90  -5.09  -3.15
H  1.60  -4.22  -1.84
H  0.72  -0.36  -3.32
H  0.07  -0.29  -4.76
C  4.65  -1.45  0.03
C  4.28  -0.43  1.11
C  5.12  -0.56  2.36
O  4.68  0.42  3.31
C  5.53  0.64  4.40
N  4.33  0.96  0.62
H  5.65  -1.12  -0.30
H  3.94  -1.46  -0.78
H  4.80  -2.42  0.50
H  3.23  -0.66  1.35
H  6.18  -0.36  2.20
H  4.94  -1.49  2.91
H  4.96  1.25  5.11
H  6.48  1.09  4.12
H  5.74  -0.28  4.96
H  4.21  1.57  1.42
H  3.44  1.01  0.12
C  -3.34  0.71  5.02
C  -3.76  -0.43  4.08
C  -5.23  -0.73  3.98
O  -5.88  -1.18  5.17
C  -7.26  -1.41  4.96
N  -3.35  -0.07  2.72
H  -3.73  1.66  4.65
H  -2.27  0.73  5.20
H  -3.73  0.53  6.03
H  -3.16  -1.32  4.32
H  -5.40  -1.56  3.28
H  -5.81  0.10  3.57
H  -7.66  -1.53  5.96
H  -7.45  -2.29  4.34
H  -7.72  -0.52  4.51
H  -2.52  0.50  2.57
H  -4.00  0.52  2.20
C  -2.63  -3.61  1.51
C  -2.02  -2.73  0.43
C  -1.67  -3.39  -0.88
O  -2.84  -4.03  -1.41
C  -2.67  -4.75  -2.60
N  -2.89  -1.55  0.14
H  -2.14  -4.58  1.60
H  -3.63  -3.88  1.15
H  -2.81  -3.19  2.50
H  -1.09  -2.36  0.87
H  -0.89  -4.16  -0.83
H  -1.24  -2.66  -1.57
H  -2.18  -5.72  -2.41
H  -2.09  -4.23  -3.36
H  -3.66  -4.99  -2.98
H  -3.35  -1.36  1.04
H  -3.70  -2.02  -0.29
C  1.26  4.71  -3.82
C  1.11  3.53  -2.84
C  2.32  2.62  -2.78
O  2.56  2.12  -4.09
C  3.74  1.36  -4.11
N  0.79  4.08  -1.51
H  0.28  5.05  -4.15
H  1.78  4.44  -4.74
H  1.76  5.56  -3.34
H  0.24  2.93  -3.12
H  2.19  1.80  -2.07
H  3.24  3.15  -2.47
H  4.60  1.86  -3.67
H  4.00  1.08  -5.14
H  3.55  0.39  -3.62
H  0.13  4.85  -1.64
H  1.61  4.54  -1.10

For reference, strongest force on any atom by record: 3.04 4.19 7.77 eV Å⁻¹.